No. 1
102
Properties=species:S:1:pos:R:3 method="wB97M-V/def2-TZVPD" max_force_ev_per_a=1.08 e_tot_ha=-7558.973394 orbital_gap_ha=0.31360 relative_energy_kj_mol=28.22 e_homo_ha=-0.3476
O 4.373 0.605 -0.216
C 4.052 -0.103 -1.091
Br 3.782 -2.005 -0.727
C 3.783 0.291 -2.514
C 2.780 1.407 -2.559
C 3.119 2.720 -2.695
C 4.552 3.173 -2.859
F 5.120 2.583 -3.925
F 4.623 4.486 -3.097
F 5.321 2.935 -1.805
C 2.137 3.721 -2.712
C 0.831 3.367 -2.609
Br -0.498 4.717 -2.684
C 0.423 2.022 -2.451
N -0.894 1.708 -2.277
C -1.120 0.445 -2.098
C -0.120 -0.544 -2.092
N 1.127 -0.270 -2.254
C 1.424 1.049 -2.438
H 4.688 0.544 -3.045
H 3.379 -0.576 -3.012
H 2.385 4.759 -2.814
H -2.139 0.140 -1.927
H -0.400 -1.571 -1.924
C -0.980 0.558 1.759
O -1.617 -0.285 0.804
H 0.096 0.458 1.629
H -1.258 1.604 1.605
H -1.237 0.267 2.779
H -2.571 -0.187 0.941
C -5.685 0.947 1.982
O -5.492 0.272 0.735
H -5.059 1.834 1.984
H -6.728 1.249 2.084
H -5.406 0.305 2.822
H -6.070 -0.500 0.739
C 0.595 -2.918 1.719
O 0.638 -2.941 0.293
H 0.864 -3.909 2.080
H 1.311 -2.189 2.109
H -0.414 -2.671 2.059
H 0.400 -2.062 -0.014
C -4.399 2.628 -3.112
O -4.835 1.265 -3.014
H -3.884 2.746 -4.060
H -5.257 3.303 -3.085
H -3.706 2.868 -2.301
H -5.291 1.158 -2.175
C 2.224 -6.310 0.933
O 0.935 -6.439 0.339
H 2.744 -7.258 0.829
H 2.792 -5.530 0.421
H 2.129 -6.065 1.995
H 0.488 -5.591 0.429
C -3.556 4.240 0.231
O -4.881 3.789 0.523
H -3.219 4.871 1.048
H -2.870 3.396 0.123
H -3.559 4.820 -0.696
H -5.177 3.246 -0.213
C 7.604 5.890 -1.570
O 7.723 5.084 -2.736
H 8.235 6.764 -1.707
H 6.571 6.219 -1.425
H 7.937 5.347 -0.681
H 7.165 4.314 -2.612
C -3.102 -3.161 3.437
O -2.598 -2.144 2.575
H -2.519 -3.133 4.354
H -4.153 -2.983 3.680
H -2.999 -4.149 2.981
H -3.110 -2.167 1.760
C 3.514 3.475 0.980
O 2.685 3.280 2.123
H 3.474 4.530 0.716
H 4.549 3.201 1.199
H 3.155 2.881 0.138
H 2.727 2.348 2.352
C 5.061 -6.980 3.174
O 5.022 -5.561 3.105
H 4.088 -7.353 2.868
H 5.827 -7.375 2.502
H 5.267 -7.312 4.196
H 5.884 -5.235 3.383
C -9.316 0.028 1.125
O -8.188 -0.759 0.735
H -9.012 0.652 1.960
H -9.645 0.668 0.304
H -10.142 -0.611 1.442
H -8.462 -1.311 -0.002
C 6.845 -6.056 6.654
O 6.401 -5.235 5.578
H 7.923 -6.162 6.565
H 6.613 -5.597 7.618
H 6.386 -7.047 6.606
H 5.446 -5.138 5.651
C -6.231 2.381 -6.811
O -6.411 2.595 -5.416
H -6.816 3.129 -7.340
H -5.180 2.490 -7.093
H -6.580 1.387 -7.105
H -5.895 1.927 -4.951



No. 2
99
Properties=species:S:1:pos:R:3 method="wB97M-V/def2-TZVPD" total_charge=-2 max_force_ev_per_a=3.95 e_tot_ha=-7358.170357 orbital_gap_ha=0.24271 e_homo_ha=-0.1174
Hg 2.331 2.177 0.447
Br 1.544 -0.214 -0.405
Br 4.878 2.964 0.091
C 0.400 6.223 0.652
C 0.753 4.882 0.705
C 0.968 4.171 2.094
O 1.633 3.103 2.168
C 0.613 4.784 3.225
C -0.060 6.022 3.255
C 0.024 6.888 1.891
O -0.361 8.061 1.867
O -0.656 6.518 4.224
O 1.248 4.128 -0.245
H 0.377 6.740 -0.282
H 0.989 4.246 4.059
C -2.896 -5.281 -4.215
C -3.246 -3.902 -4.907
C -4.225 -3.065 -4.021
C -3.532 -2.555 -2.722
C -2.306 -1.726 -3.061
C -1.313 -2.471 -4.037
N -2.089 -2.946 -5.190
O -1.134 -3.719 -5.959
C -0.312 -1.411 -4.565
C -0.446 -3.502 -3.244
C -3.936 -4.127 -6.314
H -1.909 -5.593 -4.665
H -3.664 -5.959 -4.416
H -2.820 -5.224 -3.131
H -4.498 -2.168 -4.573
H -5.205 -3.563 -3.919
H -3.323 -3.420 -2.062
H -4.236 -1.958 -2.153
H -1.786 -1.333 -2.208
H -2.654 -0.868 -3.664
H -0.839 -0.529 -4.953
H 0.312 -1.233 -3.627
H 0.289 -1.831 -5.378
H -1.136 -4.103 -2.661
H 0.047 -4.138 -3.984
H 0.229 -2.969 -2.611
H -3.714 -3.317 -6.965
H -4.952 -4.211 -6.179
H -3.462 -5.062 -6.644
H -0.947 -3.080 -6.679
C -0.713 -2.473 1.413
O -0.798 -1.144 1.968
H 0.330 -2.656 0.975
H -0.934 -3.243 2.178
H -1.374 -2.577 0.562
H -0.285 -0.540 1.373
C -3.312 0.324 0.741
O -3.811 -0.634 1.663
H -2.646 -0.052 0.007
H -4.209 0.730 0.313
H -2.885 1.164 1.277
H -3.113 -0.994 2.160
C -1.574 2.400 -1.357
O -0.515 3.205 -1.819
H -1.219 1.515 -0.876
H -2.255 2.953 -0.624
H -2.100 2.201 -2.316
H -0.015 3.590 -1.090
C 5.065 -1.228 0.518
O 5.408 -0.898 1.879
H 5.140 -2.294 0.374
H 4.012 -0.937 0.323
H 5.808 -0.785 -0.162
H 5.158 0.047 2.086
C 5.176 2.320 4.161
O 4.837 0.935 4.365
H 4.342 2.893 3.711
H 5.464 2.909 5.071
H 5.994 2.402 3.424
H 3.873 0.757 4.247
C 4.702 0.110 -2.853
O 3.536 0.125 -3.795
H 5.386 -0.518 -3.385
H 5.035 1.126 -2.774
H 4.521 -0.265 -1.822
H 2.838 0.604 -3.320
C -0.624 1.396 3.507
O -1.220 2.304 4.438
H 0.307 0.950 3.938
H -1.225 0.552 3.268
H -0.269 1.897 2.607
H -0.854 3.166 4.116
C 2.621 -2.709 3.379
O 3.935 -2.598 3.794
H 2.218 -3.762 3.502
H 1.938 -2.132 3.963
H 2.469 -2.446 2.307
H 4.468 -1.978 3.266
C -2.623 3.214 7.413
O -1.305 3.107 7.900
H -2.670 4.100 6.738
H -2.923 2.319 6.814
H -3.324 3.334 8.245
H -0.763 2.783 7.173



No. 3
103
Properties=species:S:1:pos:R:3 method="wB97M-V/def2-TZVPD" max_force_ev_per_a=9.35 spin_multiplicity=3 e_tot_ha=-3949.583365 orbital_gap_ha="0.26712 / 0.26540" e_homo_ha="-0.2795 / -0.2795"
O -22.188 14.376 -12.695
V -22.729 15.491 -13.748
N -23.730 16.520 -12.305
S -24.999 16.076 -11.113
O -26.291 16.021 -11.704
O -24.768 16.490 -9.723
F -24.616 14.513 -11.066
S -23.906 18.008 -11.920
O -22.908 18.603 -11.045
O -25.191 18.711 -12.034
F -23.192 18.485 -13.330
C -32.650 12.930 -11.101
C -32.668 14.269 -10.324
N -31.382 14.895 -10.789
C -30.285 14.747 -9.845
C -28.870 15.096 -10.478
C -31.632 16.304 -11.296
C -32.113 17.263 -10.250
H -33.651 12.506 -11.174
H -32.145 12.263 -10.403
H -32.290 13.131 -12.110
H -33.626 14.738 -10.549
H -32.540 14.179 -9.246
H -30.125 13.678 -9.709
H -30.658 15.188 -8.920
H -28.616 16.156 -10.456
H -28.882 14.854 -11.541
H -28.044 14.629 -9.942
H -30.790 16.667 -11.885
H -32.361 16.173 -12.095
H -31.281 17.427 -9.564
H -32.399 18.237 -10.647
H -32.958 16.859 -9.693
C -18.928 21.824 -14.706
C -19.984 21.176 -13.694
N -19.587 21.445 -12.311
C -20.450 20.681 -11.461
C -21.721 21.487 -11.226
C -18.069 21.346 -11.980
C -17.638 19.830 -12.149
H -19.373 21.837 -15.701
H -18.079 21.144 -14.783
H -18.380 22.738 -14.475
H -21.049 21.333 -13.863
H -19.829 20.127 -13.947
H -20.524 19.684 -11.896
H -20.027 20.483 -10.476
H -22.263 21.212 -10.321
H -21.495 22.554 -11.212
H -22.413 21.408 -12.065
H -17.935 21.618 -10.933
H -17.505 21.981 -12.663
H -16.603 19.550 -11.953
H -17.639 19.719 -13.233
H -18.172 19.024 -11.646
C -23.828 17.256 -16.308
O -23.796 16.478 -15.364
N -24.691 18.307 -16.442
C -24.853 19.008 -17.725
C -25.755 18.539 -15.460
H -23.142 17.314 -17.167
H -24.762 20.093 -17.683
H -25.856 18.901 -18.138
H -24.262 18.677 -18.579
H -26.672 18.343 -16.016
H -25.824 17.805 -14.657
H -25.832 19.558 -15.083
C -26.367 14.721 -5.147
O -25.221 14.862 -4.722
N -26.858 15.267 -6.245
C -28.355 15.179 -6.476
C -26.073 15.959 -7.221
H -27.132 14.198 -4.554
H -28.766 16.163 -6.252
H -28.900 14.436 -5.894
H -28.539 14.915 -7.517
H -26.440 16.984 -7.159
H -24.984 15.931 -7.216
H -26.452 15.682 -8.205
C -25.057 13.402 -15.108
O -24.136 13.967 -14.500
N -25.989 12.531 -14.597
C -25.960 11.952 -13.281
C -27.091 11.975 -15.244
H -25.317 13.717 -16.130
H -25.720 10.891 -13.340
H -26.926 11.957 -12.776
H -25.204 12.382 -12.623
H -27.986 12.394 -14.784
H -27.192 12.349 -16.263
H -27.113 10.885 -15.276
C -23.329 12.971 -9.046
O -22.137 13.315 -9.201
N -24.013 12.866 -7.905
C -25.472 12.573 -7.970
C -23.483 13.334 -6.631
H -23.849 12.557 -9.924
H -25.595 11.882 -8.804
H -26.078 13.397 -8.346
H -25.940 12.159 -7.076
H -23.692 14.392 -6.477
H -23.874 12.786 -5.773
H -22.406 13.230 -6.499